Model A:
The following is a quantum chemistry calculation of a structure of composition C42H36Br2MoN2P2, from the OMol25 dataset.

Values from the calculation:
Total charge: +4
E_LUMO (alpha / beta), eV: -12.23 / -12.64
Frontier orbital gap (alpha / beta), eV: 6.22 / 6.14
Multiplicity: 3
<S²>: 2.03
HOMO level (alpha / beta), eV: -18.45 / -18.78

Geometry (Å):
Mo 0.819 -1.815 1.687
C 1.864 1.025 3.696
C 1.818 -0.445 3.408
C 0.912 -1.287 4.076
C 0.899 -2.670 3.851
C 1.974 -3.269 3.128
C 2.971 -2.455 2.585
C 2.832 -1.056 2.604
H 2.491 1.176 4.579
H 0.879 1.429 3.933
H 2.319 1.583 2.880
H 0.156 -0.852 4.723
H 0.160 -3.296 4.336
H 2.036 -4.347 3.042
H 3.804 -2.903 2.055
H 3.588 -0.431 2.145
Br -3.364 -6.629 -0.575
C -2.222 -5.337 0.088
C -2.465 -4.712 1.314
C -1.591 -3.745 1.751
N -0.500 -3.370 1.060
C -0.229 -4.007 -0.107
C -1.076 -4.970 -0.625
C 1.039 -3.607 -0.743
C 1.554 -4.236 -1.861
C 2.771 -3.800 -2.397
Br 3.490 -4.620 -3.890
C 3.420 -2.730 -1.776
C 2.844 -2.160 -0.666
N 1.687 -2.584 -0.135
H -3.320 -4.980 1.918
H -1.756 -3.237 2.690
H -0.858 -5.459 -1.562
H 1.038 -5.062 -2.323
H 4.360 -2.351 -2.151
H 3.316 -1.317 -0.178
C 0.454 1.936 0.581
P 0.267 0.164 0.155
C 0.660 -0.027 -1.575
C 1.683 0.747 -2.129
C 2.067 0.544 -3.444
C 1.439 -0.428 -4.212
C 0.433 -1.210 -3.661
C 0.047 -1.020 -2.344
C -1.379 -0.335 0.671
C -2.463 -0.742 -0.111
C -3.640 -1.126 0.509
C -3.757 -1.119 1.901
C -2.692 -0.724 2.689
C -1.496 -0.338 2.078
P -0.885 3.025 -0.086
C -1.050 2.948 -1.852
C -0.101 3.556 -2.682
C -0.286 3.538 -4.052
C -1.416 2.932 -4.592
C -2.365 2.341 -3.771
C -2.188 2.348 -2.396
C -0.696 4.646 0.522
C -1.397 5.671 -0.160
C -1.337 6.969 0.297
C -0.600 7.267 1.440
C 0.079 6.263 2.140
C 0.021 4.964 1.699
H 1.436 2.303 0.271
H 0.404 2.015 1.667
H 2.189 1.515 -1.559
H 2.852 1.151 -3.873
H 1.732 -0.573 -5.243
H -0.058 -1.964 -4.262
H -0.727 -1.652 -1.929
H -2.404 -0.730 -1.191
H -4.492 -1.413 -0.091
H -4.696 -1.396 2.360
H -2.801 -0.673 3.764
H -0.725 0.119 2.693
H 0.761 4.060 -2.262
H 0.432 4.017 -4.704
H -1.566 2.942 -5.663
H -3.254 1.903 -4.202
H -2.947 1.925 -1.751
H -1.972 5.435 -1.047
H -1.862 7.755 -0.228
H -0.555 8.288 1.798
H 0.645 6.520 3.024
H 0.545 4.193 2.251

Model B:
The following is a quantum chemistry calculation of a structure of composition C42H36Br2MoN2P2, from the OMol25 dataset.

Values from the calculation:
Total charge: +4
E_LUMO (alpha / beta), eV: -11.59 / -12.55
Frontier orbital gap (alpha / beta), eV: 6.80 / 6.27
Multiplicity: 3
<S²>: 2.03
HOMO level (alpha / beta), eV: -18.40 / -18.81

Geometry (Å):
Mo 0.295 -0.090 0.457
C -1.443 -1.164 3.402
C -0.915 -0.049 2.562
C 0.435 0.379 2.682
C 0.859 1.585 2.055
C 0.050 2.234 1.125
C -1.185 1.651 0.795
C -1.685 0.567 1.574
H -2.291 -1.661 2.933
H -1.791 -0.738 4.348
H -0.669 -1.892 3.638
H 1.100 -0.126 3.371
H 1.834 1.985 2.292
H 0.387 3.130 0.619
H -1.814 2.099 0.040
H -2.676 0.186 1.359
Br -4.948 -2.321 -3.231
C -3.462 -1.718 -2.315
C -2.955 -0.434 -2.536
C -1.862 -0.025 -1.811
N -1.249 -0.805 -0.899
C -1.707 -2.063 -0.715
C -2.810 -2.539 -1.394
C -0.904 -2.877 0.220
C -1.179 -4.203 0.485
C -0.350 -4.924 1.349
Br -0.698 -6.700 1.724
C 0.739 -4.263 1.915
C 0.944 -2.937 1.609
N 0.153 -2.237 0.779
H -3.408 0.233 -3.257
H -1.444 0.963 -1.960
H -3.179 -3.542 -1.233
H -2.026 -4.696 0.032
H 1.413 -4.771 2.591
H 1.766 -2.403 2.060
C 3.683 1.480 0.241
P 2.864 -0.143 0.581
C 3.811 -0.918 1.890
C 4.044 -0.168 3.049
C 4.767 -0.710 4.099
C 5.270 -2.001 3.998
C 5.041 -2.752 2.853
C 4.307 -2.221 1.803
C 2.782 -1.012 -0.988
C 3.555 -2.010 -1.574
C 3.173 -2.523 -2.806
C 2.028 -2.077 -3.458
C 1.234 -1.096 -2.885
C 1.618 -0.580 -1.652
P 5.295 1.378 -0.680
C 6.427 0.249 0.097
C 6.888 0.466 1.400
C 7.806 -0.409 1.949
C 8.268 -1.493 1.207
C 7.823 -1.705 -0.090
C 6.905 -0.831 -0.654
C 5.935 2.963 -0.993
C 7.340 3.079 -1.133
C 7.898 4.291 -1.470
C 7.074 5.395 -1.686
C 5.682 5.289 -1.574
C 5.111 4.085 -1.245
H 3.861 1.985 1.195
H 2.997 2.108 -0.332
H 3.690 0.854 3.145
H 4.943 -0.123 4.991
H 5.839 -2.421 4.818
H 5.434 -3.758 2.776
H 4.120 -2.834 0.933
H 4.456 -2.371 -1.101
H 3.788 -3.282 -3.275
H 1.766 -2.491 -4.423
H 0.350 -0.735 -3.393
H 1.121 0.384 -1.329
H 6.556 1.324 1.973
H 8.188 -0.237 2.947
H 9.002 -2.162 1.639
H 8.211 -2.532 -0.670
H 6.581 -0.970 -1.679
H 7.972 2.218 -0.954
H 8.970 4.389 -1.566
H 7.513 6.350 -1.944
H 5.065 6.159 -1.753
H 4.033 4.009 -1.172

Result of the stability comparison: model B is the least stable of them.

Model A:
The following is a quantum chemistry calculation of a cluster of 2 separate species, C4H16N4 in total, from the OMol25 dataset.

Values from the calculation:
Total charge: +2
E_LUMO, eV: -7.04
Frontier orbital gap, eV: 10.25
HOMO level, eV: -17.29

Geometry (Å):
C 0.863 -1.402 -0.740
C 0.378 -0.414 1.565
C 2.204 1.018 -1.350
C 0.863 -0.213 0.189
N -2.302 -0.545 0.494
N 1.508 0.860 -0.128
N -3.429 -0.215 -0.365
N 1.476 1.926 0.727
H 1.820 -1.517 -1.359
H 0.710 -2.251 -0.054
H 0.193 -1.325 -1.540
H -0.276 0.527 1.713
H 1.140 -0.624 2.326
H -0.323 -1.388 1.599
H 3.265 0.763 -1.159
H 1.777 0.438 -2.125
H 2.284 2.056 -1.699
H -2.669 -0.682 1.507
H -4.115 0.478 -0.048
H -3.042 0.262 -1.209
H -4.095 -1.004 -0.385
H 1.887 1.829 1.639
H -1.837 -1.339 0.032
H 1.718 2.763 0.372

Model B:
The following is a quantum chemistry calculation of a cluster of 2 separate species, C4H16N4 in total, from the OMol25 dataset.

Values from the calculation:
Total charge: +2
E_LUMO, eV: -7.23
Frontier orbital gap, eV: 9.63
HOMO level, eV: -16.86

Geometry (Å):
C 1.292 -0.400 -1.346
C -1.219 0.175 -1.349
C 0.907 -2.417 0.559
C -0.035 -0.549 -0.739
N 0.126 1.467 1.086
N -0.267 -1.564 0.066
N -0.025 2.971 1.092
N -1.542 -1.815 0.462
H 2.240 -0.601 -0.787
H 1.370 -0.746 -2.409
H 1.345 0.646 -1.533
H -2.125 0.184 -0.920
H -1.641 -0.252 -2.382
H -0.948 1.168 -1.679
H 1.723 -2.010 0.057
H 0.947 -2.390 1.664
H 0.600 -3.340 0.312
H 1.071 1.159 0.943
H 0.205 3.287 1.988
H 0.760 3.510 0.520
H -0.960 3.075 0.609
H -2.247 -1.336 -0.100
H -0.178 1.035 1.944
H -1.698 -2.442 1.192

Result of the stability comparison: model B is the least stable of them.

Model A:
The following is a quantum chemistry calculation of a cluster of 2 separate species, C4H10O2S in total, from the OMol25 dataset.

Values from the calculation:
Total charge: 0
SMILES: O=CCCCS.O
E_LUMO, eV: 0.48
Frontier orbital gap, eV: 9.59
HOMO level, eV: -9.11

Geometry (Å):
O 0.014 -0.858 -2.747
C -0.565 -1.300 -1.791
C -0.138 -1.166 -0.355
C 0.912 -0.109 -0.050
C 0.557 1.274 -0.551
S 1.576 2.622 0.078
H -1.502 -1.863 -1.938
H 0.055 -2.151 0.070
H -1.095 -0.870 0.108
H 1.138 -0.111 1.011
H 1.860 -0.411 -0.493
H -0.489 1.515 -0.397
H 0.657 1.371 -1.634
H 1.170 2.585 1.333
O -1.021 -0.202 2.646
H -1.209 -0.230 1.701
H -1.921 -0.097 3.011

Model B:
The following is a quantum chemistry calculation of the molecule C4H10O2S, from the OMol25 dataset.

Values from the calculation:
Total charge: 0
SMILES: C[C@@](O)(S)CCO
E_LUMO, eV: 0.64
Frontier orbital gap, eV: 9.65
HOMO level, eV: -9.02

Geometry (Å):
C 1.478 -0.047 0.986
C 0.791 -0.214 -0.412
O 1.776 0.025 -1.374
S 0.318 -2.025 -0.443
C -0.374 0.749 -0.529
C -1.738 0.331 0.417
O -2.780 -0.279 -0.300
H 2.270 -0.928 1.238
H 2.014 0.880 0.697
H 0.626 0.092 1.710
H 1.340 -0.093 -2.342
H -0.244 -1.959 -1.662
H -0.641 0.782 -1.561
H 0.077 1.770 -0.231
H -2.083 1.221 0.855
H -1.493 -0.415 1.209
H -3.302 0.386 -0.785

Result of the stability comparison: model B is the least stable of them.

Model A:
The following is a quantum chemistry calculation of the molecule C5H12N2S, from the OMol25 dataset.

Values from the calculation:
Total charge: 0
SMILES: C=NCCCCNS
E_LUMO, eV: 0.81
Frontier orbital gap, eV: 9.87
HOMO level, eV: -9.06

Geometry (Å):
C -0.926 1.913 0.708
N -1.504 0.753 0.747
C -1.834 0.163 -0.494
C -0.629 -0.573 -1.086
C 0.148 -1.371 -0.014
C 1.085 -0.707 0.957
N 2.220 0.046 0.483
S 1.940 1.605 -0.068
H -0.405 2.252 1.572
H -0.839 2.500 -0.168
H -2.166 0.916 -1.255
H -2.718 -0.313 -0.437
H -0.040 0.259 -1.659
H -0.964 -1.218 -1.894
H -0.586 -1.822 0.564
H 0.694 -2.196 -0.450
H 0.649 0.029 1.663
H 1.586 -1.464 1.678
H 2.681 -0.455 -0.274
H 2.819 2.321 0.762

Model B:
The following is a quantum chemistry calculation of the molecule C5H12N2S, from the OMol25 dataset.

Values from the calculation:
Total charge: 0
SMILES: CCN(CC)NC=S
E_LUMO, eV: 0.55
Frontier orbital gap, eV: 8.64
HOMO level, eV: -8.09

Geometry (Å):
C 0.090 2.431 -0.147
C 0.731 0.960 -0.374
N -0.252 -0.113 -0.534
C 0.706 -1.364 -0.895
C 1.482 -1.922 0.393
N -1.085 -0.251 0.631
C -2.473 -0.004 0.696
S -3.332 -0.634 -0.554
H 0.712 3.307 -0.368
H -0.453 2.493 0.914
H -0.876 2.285 -0.881
H 1.053 1.135 -1.508
H 1.441 0.704 0.343
H 1.338 -0.823 -1.706
H -0.187 -2.097 -1.227
H 1.828 -2.787 -0.095
H 2.296 -1.211 0.903
H 0.846 -2.407 1.312
H -0.629 0.047 1.493
H -3.236 0.253 1.604

Result of the stability comparison: model B is the least stable of them.

Model A:
The following is a quantum chemistry calculation of a cluster of 2 separate species, C2H2Cl2N2O4 in total, from the OMol25 dataset.

Values from the calculation:
Total charge: 0
E_LUMO (alpha / beta), eV: -2.63 / -2.52
Frontier orbital gap (alpha / beta), eV: 7.52 / 7.71
HOMO level (alpha / beta), eV: -10.15 / -10.23

Geometry (Å):
C 0.580 1.273 -0.390
C -0.453 -1.072 0.370
N 1.489 0.470 -1.027
N -1.627 -0.625 1.053
O 1.211 0.114 -2.141
O 2.579 0.328 -0.496
O -1.599 -0.593 2.275
O -2.606 -0.453 0.329
Cl 1.036 1.936 1.088
Cl -0.580 -1.785 -1.182
H -0.281 1.748 -1.019
H 0.252 -1.339 1.139

Model B:
The following is a quantum chemistry calculation of a cluster of 2 separate species, C2H2Cl2N2O4 in total, from the OMol25 dataset.

Values from the calculation:
Total charge: 0
E_LUMO (alpha / beta), eV: -3.49 / -3.49
Frontier orbital gap (alpha / beta), eV: 6.31 / 6.32
HOMO level (alpha / beta), eV: -9.81 / -9.81

Geometry (Å):
C -2.551 -0.171 0.597
C 1.371 0.719 -0.497
N -1.377 0.023 1.001
N 1.760 -0.836 -0.752
O -0.780 0.153 2.014
O 2.884 -0.957 -1.035
O 0.071 0.799 -0.437
O 0.955 -1.646 -0.496
Cl -2.997 -0.263 -1.058
Cl 2.512 1.452 0.810
H -3.477 -0.358 1.255
H 1.628 1.086 -1.403

Result of the stability comparison: model B is the least stable of them.

Model A:
The following is a quantum chemistry calculation of a structure of composition F10KN5NaO20S10, from the OMol25 dataset.

Values from the calculation:
Total charge: -3
E_LUMO, eV: 4.37
Frontier orbital gap, eV: 6.88
HOMO level, eV: -2.51

Geometry (Å):
Na 0.020 0.756 0.352
K 1.911 3.015 0.789
N -0.827 -3.662 -2.740
S 0.412 -2.833 -1.937
O 0.041 -1.853 -0.862
O 1.612 -2.688 -2.729
F 0.769 -4.111 -0.961
S -1.043 -2.679 -3.842
O -0.288 -2.902 -5.072
O -1.463 -1.357 -3.464
F -2.490 -3.228 -4.266
N 4.832 -0.512 1.724
S 3.517 -0.928 0.763
O 2.455 0.083 0.717
O 3.144 -2.316 0.530
F 4.415 -0.576 -0.509
S 4.499 -1.445 2.909
O 4.463 -2.900 2.687
O 3.594 -0.863 3.930
F 5.998 -1.442 3.640
N 0.612 2.095 -1.418
S 1.688 1.859 -2.719
O 2.282 2.957 -3.459
O 1.572 0.588 -3.388
F 2.904 1.560 -1.664
S -0.242 2.913 -2.284
O -1.093 2.241 -3.274
O 0.258 4.262 -2.455
F -1.337 3.116 -1.033
N -4.411 -1.978 0.112
S -4.792 -0.631 -0.766
O -3.764 -0.345 -1.746
O -5.733 0.380 -0.355
F -5.904 -1.394 -1.662
S -3.550 -1.134 1.009
O -4.261 -0.504 2.039
O -2.231 -0.629 0.635
F -3.071 -2.460 1.716
N 0.042 2.085 2.311
S -0.720 3.220 2.888
O -0.235 3.951 4.111
O -2.124 3.235 2.607
F -0.197 4.149 1.730
S -0.350 1.088 3.698
O -1.791 0.753 3.832
O 0.538 1.234 4.834
F 0.338 -0.170 3.043

Model B:
The following is a quantum chemistry calculation of a structure of composition F10KN5NaO20S10, from the OMol25 dataset.

Values from the calculation:
Total charge: -3
E_LUMO, eV: 4.15
Frontier orbital gap, eV: 6.76
HOMO level, eV: -2.61

Geometry (Å):
Na 8.441 8.862 -12.281
K 7.359 11.635 -12.575
N 8.853 10.370 -10.411
S 9.603 9.234 -9.397
O 8.907 8.907 -8.217
O 11.016 9.263 -9.424
F 9.384 7.953 -10.402
S 9.185 11.645 -9.537
O 10.475 12.238 -9.560
O 8.360 11.809 -8.388
F 8.352 12.669 -10.484
N 3.238 12.504 -9.093
S 3.633 12.495 -10.685
O 2.829 11.771 -11.598
O 5.049 12.535 -10.869
F 3.112 13.970 -10.978
S 2.831 11.012 -8.837
O 3.868 10.034 -8.913
O 1.520 10.634 -9.279
F 2.583 11.124 -7.231
N 6.459 15.826 -14.962
S 5.297 15.609 -13.780
O 5.763 15.017 -12.579
O 3.983 15.418 -14.289
F 5.333 17.149 -13.302
S 6.509 14.323 -15.468
O 5.465 13.985 -16.388
O 6.967 13.322 -14.551
F 7.757 14.456 -16.456
N 6.254 9.321 -12.875
S 5.351 9.512 -14.320
O 4.175 10.287 -14.210
O 5.367 8.438 -15.255
F 6.298 10.531 -15.056
S 5.143 8.343 -12.232
O 5.066 7.024 -12.748
O 3.982 8.995 -11.767
F 5.985 8.151 -10.862
N 12.013 14.610 -13.002
S 11.054 13.434 -13.380
O 10.984 13.185 -14.794
O 9.810 13.336 -12.680
F 11.890 12.169 -12.876
S 11.281 15.821 -13.926
O 9.886 16.025 -13.846
O 11.947 16.008 -15.173
F 11.851 16.982 -12.979

Result of the stability comparison: model A is the least stable of them.